This record from OMol25 describes 5 unconnected molecules or ions with the total composition C6H23NO6. The level of theory is ωB97M-V with the def2-TZVPD basis set.

Its HOMO energy is -0.3056 Eh. The energy above the lowest of the compared OMol25 structures with the same formula, charge and spin comes out at 2.094 eV. As for the SMILES: COCCNCCOC.O.O.O.O. For the lowest unoccupied orbital energy, the calculation gives 0.27 eV. The calculation puts the total energy at -20369.2224 eV. Its HOMO-LUMO gap is 0.31558 Ha.

ORCA input file:
```
! RIJCOSX wB97M-V def2-TZVPD def2/J DEFGRID3
* xyz 0 1
C -2.47353 2.63788 -4.16317
O -1.79598 2.14930 -3.03347
C -0.42129 1.91178 -3.29086
C 0.24920 1.44160 -2.01519
N -0.46462 0.32286 -1.43509
C 0.01793 -0.06867 -0.13485
C -1.00376 -0.93878 0.58165
O -2.26243 -0.33907 0.51485
C -3.23060 -1.08448 1.18585
H -3.53151 2.68057 -3.91281
H -2.34999 1.96639 -5.02306
H -2.11808 3.63517 -4.44574
H 0.07137 2.82406 -3.64288
H -0.34126 1.09620 -4.02165
H 0.37174 2.25173 -1.27236
H 1.26602 1.12645 -2.28356
H -1.45425 0.53041 -1.40379
H 0.21281 0.81025 0.51239
H 0.93445 -0.65791 -0.21711
H -0.68474 -1.09761 1.61740
H -1.00239 -1.93375 0.10258
H -4.20237 -0.62599 1.01652
H -3.04621 -1.13561 2.26840
H -3.26095 -2.12835 0.83665
O 3.43667 0.25907 0.98225
H 4.33390 0.55177 1.16544
H 2.89610 1.05322 1.05578
O 1.97702 -1.48812 2.74291
H 2.28169 -0.93085 2.01120
H 2.69030 -2.12314 2.89988
O 3.93593 -3.59714 2.95318
H 4.80309 -3.52855 2.54396
H 3.80053 -4.53651 3.10524
O -0.21550 -0.22457 3.89972
H 0.53516 -0.68444 3.48137
H 0.04554 -0.12517 4.81837
*
```